# C10H22BF3N4O3P

A gas-phase ion, C10H22BF3N4O3P (charge +1) at a distorted geometry (the ωB97M-V functional and the def2-TZVPD basis, the Open Molecules 2025 dataset).

As for the SMILES: COCCCC[C@@]1([PH2]=N)CNC(N(C)B(O)O)=[N+]1C(F)(F)F. For the gap between HOMO and LUMO, the calculation gives 8.419 eV. Its energy is -40941.807 eV. For the LUMO energy, the calculation gives -3.6 eV. Its net charge is +1.

CARTESIAN COORDINATES (ANGSTROEM)
H 0.799 -2.215 -1.125
O 0.596 2.898 -3.768
H -1.608 3.098 -1.050
H -1.374 -2.112 -1.293
N 2.971 -2.395 1.369
H 3.064 -0.107 2.208
H -1.552 0.581 3.644
C 2.364 -0.387 -0.960
C -2.011 -1.994 0.716
N 0.680 0.796 0.101
N -0.314 1.642 -1.883
H 1.232 -1.371 2.745
H -2.181 0.893 1.993
N 1.880 0.782 -1.751
H 0.533 -2.559 0.530
H -2.962 -1.492 0.590
C 1.314 -0.531 0.187
H 2.679 -1.275 -1.478
C 1.181 1.849 0.902
H -3.275 0.879 3.343
O -0.975 1.209 -4.220
H 3.276 -0.061 -0.457
C -1.572 2.033 -1.221
H 3.962 -2.261 1.524
H -1.271 0.392 -3.787
F 2.496 1.893 0.969
C 0.670 1.122 -1.272
H -2.235 -3.047 0.628
H -1.692 1.519 -0.282
C 0.435 -1.778 -0.215
P 2.175 -1.094 1.742
H -2.377 1.695 -1.856
H 1.929 0.494 -2.726
B -0.230 1.918 -3.384
F 0.786 2.994 0.361
O -2.615 -0.963 2.824
H -1.336 -0.507 -0.646
C -1.086 -1.537 -0.421
C -2.377 0.422 2.959
H -0.767 -0.874 2.012
F 0.721 1.797 2.115
C -1.549 -1.614 2.131
H 1.265 2.579 -4.392
H -1.218 -2.482 2.687

---

# C3H8FP

2 unconnected molecules or ions with the total composition C3H8FP at a distorted geometry (the ωB97M-V functional and the def2-TZVPD basis, the Open Molecules 2025 dataset).

As for the energy relative to the best compared isomer or geometry (same formula, charge and spin): 1.133 eV. For the gap between HOMO and LUMO (spin up / spin down), the calculation gives 8.066 / 8.929 eV. As for the spin multiplicity: 3. Its energy is -15243.159 eV. For the LUMO energy (spin up / spin down), the calculation gives 1.0 / -1.2 eV. The expectation value of S² is 2.006.

CARTESIAN COORDINATES (ANGSTROEM)
H -1.906 1.254 0.006
C 0.555 -0.710 1.193
C 1.140 0.707 -0.959
H 1.024 0.644 -2.072
H 1.493 -1.043 1.608
F 0.180 -1.543 -1.081
P -2.525 0.140 0.448
H 0.583 1.591 -0.756
C 0.504 -0.508 -0.285
H 2.157 0.901 -0.618
H -3.334 -0.105 -0.684
H -0.109 -1.540 1.498
H 0.237 0.213 1.701

---

# C37H69ClN2O12PS2

3 unconnected molecules or ions with the total composition C37H69ClN2O12PS2 at a distorted geometry (the ωB97M-V functional and the def2-TZVPD basis, the Open Molecules 2025 dataset).

For the gap between HOMO and LUMO, the calculation gives 7.052 eV. Its energy is -110511.120 eV. For the LUMO energy, the calculation gives -3.5 eV. Its net charge is +1.

CARTESIAN COORDINATES (ANGSTROEM)
H -2.154 -3.461 -5.162
C 0.472 -4.342 -2.383
O 3.761 -0.229 -4.348
H -4.647 -0.974 1.204
H 1.552 -2.714 -3.270
H 3.434 -4.021 4.554
H 4.067 5.804 -1.444
C -0.979 -4.829 -2.210
H 3.343 7.151 -0.538
H -2.328 -2.126 -3.442
H 1.170 -3.261 3.257
H 0.686 -5.649 -4.148
O -8.892 0.929 0.030
C 1.190 -4.482 -1.012
H -2.056 -5.182 -5.216
H 1.952 -2.368 4.531
C -5.681 -1.062 0.843
H -8.271 -1.055 0.069
H -8.110 2.588 0.824
H -6.186 1.717 1.907
C -0.749 1.820 0.938
H -6.186 1.221 0.201
H 1.997 2.134 -1.486
H 4.996 7.714 3.460
N 0.463 1.241 0.898
C -9.185 -0.458 0.074
H -9.743 0.350 4.152
H -1.361 -4.615 -1.212
C 1.280 -5.279 -3.316
C 1.421 -5.482 1.241
H 7.169 7.221 -1.493
H -3.340 -5.666 -2.014
C -2.058 -4.308 -3.190
H 2.182 -4.779 -3.658
O 5.378 7.132 -0.539
H 2.860 1.784 0.002
O -6.549 -0.264 1.609
H 5.073 6.024 3.982
H -10.975 0.696 2.931
C -3.250 -5.293 -3.035
H -2.076 -0.212 -0.194
O 4.856 4.416 0.780
P -1.998 1.945 -0.369
C 0.742 -5.369 -0.008
H -0.982 -5.919 -2.289
H -3.122 -6.149 -3.696
H 1.567 -6.153 -2.733
H 6.020 6.096 -2.232
C 0.189 2.044 2.927
C 6.257 4.624 0.920
H 6.410 7.147 4.370
C -10.126 -0.910 1.172
C 2.581 -4.701 1.504
O -2.335 0.449 -0.851
H 2.902 0.430 1.550
C 2.092 -2.742 3.513
H -1.744 2.786 2.501
O 5.905 0.925 -4.264
C 4.161 6.418 -0.541
H 6.394 4.618 3.065
C 5.667 6.869 3.617
H 6.659 5.167 0.064
H -2.145 -2.666 -1.777
H -11.066 -0.805 3.898
C -2.596 -2.914 -2.741
H 2.651 -0.087 -2.328
H -4.197 -4.831 -3.309
H -8.631 1.433 2.028
C 1.083 1.359 2.122
H 3.086 -0.380 4.165
N -0.917 2.301 2.174
H 0.550 -2.204 -1.926
C 3.075 -3.841 0.507
H -0.142 -5.972 -0.152
H -0.159 -2.546 -3.511
H -3.671 -2.936 -2.587
H 2.811 -3.066 -1.468
H 2.986 5.124 0.640
H 3.965 -3.250 0.672
H 0.315 0.458 -1.038
C -1.671 -4.317 -4.685
H -11.075 -0.372 1.089
C -10.391 -0.101 3.401
H 7.816 5.246 2.213
H -10.327 -1.977 1.013
H 4.372 2.177 -1.937
O 3.179 -4.838 2.742
O -9.567 -0.768 2.466
H 1.090 -6.154 2.022
H 1.357 -0.434 0.058
H -1.757 2.334 -2.419
Cl 3.594 2.590 -4.621
C 6.719 5.241 2.225
O 6.286 6.578 2.382
H -5.999 -2.100 0.949
O 2.291 -1.594 2.669
H 3.559 -0.399 -0.822
C -6.682 1.078 1.166
H -0.611 -4.186 -4.875
H 3.040 1.567 2.908
C 2.294 -0.404 3.411
H 5.355 0.725 -1.766
C 3.223 0.364 -1.520
H 6.695 3.623 0.875
C 4.412 1.109 -2.142
C 1.070 0.568 -0.265
C -8.128 1.521 1.063
O -1.255 2.589 -1.626
C 2.377 -3.739 -0.739
S 4.513 0.915 -3.923
C 2.274 1.335 -0.800
C 3.297 -3.664 3.535
H 5.806 7.858 -2.434
H 4.203 -3.105 3.281
H -5.717 -0.802 -0.220
C 3.997 5.545 0.687
C 6.119 7.071 -1.742
S -3.506 2.886 0.311
H 4.036 6.141 1.599
H -9.688 -0.666 -0.874
H 0.277 2.342 3.955
H 1.352 -0.295 3.963
C 0.586 -2.866 -2.789
C 2.426 0.793 2.455

---

# C24H18N4O7

A single C24H18N4O7 molecule at a distorted geometry (the ωB97M-V functional and the def2-TZVPD basis, the Open Molecules 2025 dataset).

As for the SMILES: O=C(CCN1C(=O)c2ccccc2C1=O)C1=NN[C@@H]2C(=O)N(c3ccc4c(c3)OCCO4)C(=O)[C@H]12. For the gap between HOMO and LUMO, the calculation gives 8.372 eV. Its energy is -45473.925 eV. For the LUMO energy, the calculation gives -0.1 eV.

CARTESIAN COORDINATES (ANGSTROEM)
C 1.317 -3.372 -0.435
C -0.920 -2.783 -1.164
H -4.972 0.079 1.211
O -4.976 2.104 0.031
C 4.600 -0.487 -0.735
O -3.285 -1.044 -0.842
N 1.241 -2.020 -0.660
C -2.894 -1.645 0.134
H -3.623 4.159 -1.737
C 5.016 2.818 0.630
N -3.182 1.015 0.973
H -4.059 0.294 2.726
C -3.787 1.960 0.145
H 0.662 4.176 -1.635
C 3.120 0.901 0.567
C -3.396 -1.385 1.539
N -1.608 -3.558 0.930
C 0.014 -1.582 -1.155
C 3.576 -1.385 -0.956
H -2.569 -1.529 2.233
C -2.690 3.759 -1.371
C 4.381 0.670 0.003
C -1.465 4.274 -1.782
H 4.537 3.387 -0.179
H 3.749 -2.277 -1.535
C -0.061 -3.972 -0.744
H 0.668 2.298 -0.018
C 2.321 -1.127 -0.423
C -3.979 0.024 1.667
H -1.442 5.091 -2.487
N -0.696 -4.413 0.501
H -4.167 -2.121 1.774
C 2.091 -0.005 0.354
H 0.016 -4.807 -1.445
O 2.267 -3.977 -0.018
H -0.190 -4.956 1.183
C -0.259 2.695 -0.397
H 3.713 3.626 2.175
O -0.226 -0.460 -1.492
H -1.464 -2.852 -2.104
H 1.126 0.171 0.805
C 4.029 2.658 1.785
C -1.802 1.050 0.904
C -1.857 -2.667 0.038
H 5.585 -0.653 -1.141
O -1.050 0.297 1.480
C -2.675 2.709 -0.478
C -1.474 2.176 -0.002
H 4.501 2.072 2.586
C -0.274 3.754 -1.300
O 5.417 1.552 0.152
H 5.925 3.329 0.950
O 2.862 2.006 1.336

---

# C6H17NSi

A single C6H17NSi molecule at a distorted geometry (the ωB97M-V functional and the def2-TZVPD basis, the Open Molecules 2025 dataset).

As for the energy relative to the best compared isomer or geometry (same formula, charge and spin): 0.697 eV. As for the SMILES: C[C@H]([SiH2]N)C(C)(C)C. For the gap between HOMO and LUMO, the calculation gives 9.883 eV. Its energy is -15864.873 eV. For the LUMO energy, the calculation gives 0.9 eV.

CARTESIAN COORDINATES (ANGSTROEM)
H -1.968 -0.913 -1.695
C -1.073 0.279 -0.076
H 1.548 -2.099 0.346
C -0.948 1.677 -0.699
N 3.087 -0.201 -0.815
H 2.249 0.741 1.379
H -1.909 2.171 -0.756
H -1.912 -1.760 -0.222
H -0.465 1.015 1.817
H -0.366 -2.315 0.559
C -1.319 0.396 1.477
Si 1.851 0.692 -0.021
H 3.109 -0.144 -1.785
H 1.904 1.917 -0.698
H -2.264 1.002 1.699
H -3.172 -0.672 -0.423
C 0.551 -1.604 0.631
H -1.444 -0.535 1.986
C 0.376 -0.458 -0.315
H 3.969 -0.442 -0.447
H -0.279 2.382 -0.091
H 0.290 -0.710 -1.403
H 0.648 -1.295 1.736
H -0.350 1.677 -1.579
C -2.111 -0.800 -0.604

---

# C3H4MgO2

A molecular structure, C3H4MgO2 at a distorted geometry (the ωB97M-V functional and the def2-TZVPD basis, the Open Molecules 2025 dataset).

As for the energy relative to the best compared isomer or geometry (same formula, charge and spin): 3.727 eV. For the gap between HOMO and LUMO, the calculation gives 5.701 eV. Its energy is -12690.909 eV. For the LUMO energy, the calculation gives -12.4 eV. Its net charge is +2.

CARTESIAN COORDINATES (ANGSTROEM)
O 1.598 0.348 1.308
C 1.632 3.713 1.893
H 1.287 4.211 2.819
C 2.241 1.459 0.900
O 1.628 2.440 2.140
H 1.907 -0.473 0.901
H 2.763 1.672 -1.152
C 2.558 2.099 -0.177
H 2.300 3.351 0.169
Mg 0.593 0.961 3.298